C37H36CsN3OS3Se | ωB97M-V/def2-TZVPD

Values from the calculation:
Charge   -2
E_HOMO   -0.017 Eh
Kohn-Sham gap   4.1 eV
Molecular weight   846.8 Da
Energy   -143873.197 eV

Cartesian coordinates (Å):
Cs  0.06  2.07  -0.42
S  0.73  -1.36  0.35
C  -0.07  -2.55  -0.62
N  0.22  -3.91  -0.35
C  -0.58  -4.94  -0.96
C  -0.94  -4.55  -2.37
N  -1.64  -3.30  -2.36
C  -2.38  -3.02  -3.59
C  -1.69  -3.50  -4.85
C  -2.18  -4.60  -5.55
C  -1.54  -5.06  -6.69
C  -0.39  -4.43  -7.15
C  0.11  -3.34  -6.44
C  -0.54  -2.88  -5.31
C  -0.98  -2.24  -1.60
S  -1.59  -0.61  -1.77
C  1.16  -4.35  0.65
C  2.32  -5.07  0.02
C  2.62  -6.39  0.31
C  3.67  -7.04  -0.34
C  4.42  -6.36  -1.29
C  4.12  -5.04  -1.58
C  3.08  -4.39  -0.94
H  -1.51  -5.12  -0.39
H  0.00  -5.87  -0.97
H  -1.58  -5.31  -2.82
H  0.00  -4.50  -2.97
H  -2.55  -1.95  -3.63
H  -3.36  -3.52  -3.52
H  -3.08  -5.10  -5.20
H  -1.94  -5.91  -7.23
H  0.11  -4.78  -8.04
H  1.00  -2.83  -6.79
H  -0.15  -2.02  -4.76
H  0.66  -4.99  1.40
H  1.50  -3.43  1.15
H  2.03  -6.93  1.04
H  3.89  -8.08  -0.11
H  5.23  -6.87  -1.80
H  4.71  -4.50  -2.33
H  2.83  -3.36  -1.16
C  -1.81  6.68  -0.70
C  -2.16  5.29  -0.23
O  -1.69  4.32  -0.78
C  -3.08  5.16  0.93
C  -3.10  3.95  1.63
C  -3.93  3.78  2.72
C  -4.76  4.81  3.13
C  -4.76  6.02  2.44
C  -3.91  6.19  1.35
H  -1.03  6.61  -1.46
H  -1.45  7.28  0.13
H  -2.69  7.16  -1.14
H  -2.43  3.16  1.32
H  -3.91  2.85  3.27
H  -5.41  4.69  3.99
H  -5.41  6.82  2.75
H  -3.91  7.14  0.83
Se  -0.29  0.48  -3.22
C  2.11  -1.01  4.28
C  2.38  0.35  4.17
C  1.37  1.19  3.72
N  0.16  0.75  3.39
C  -0.08  -0.56  3.46
C  0.86  -1.47  3.92
H  2.88  -1.70  4.62
H  3.35  0.75  4.42
H  1.53  2.26  3.62
H  -1.06  -0.88  3.14
H  0.63  -2.53  3.95
S  1.08  4.42  1.87
C  1.68  5.78  2.75
C  0.83  6.82  3.18
C  1.31  7.92  3.87
C  2.66  8.03  4.17
C  3.52  7.01  3.78
C  3.05  5.91  3.09
H  -0.23  6.73  2.95
H  0.62  8.70  4.18
H  3.04  8.89  4.71
H  4.58  7.08  4.02
H  3.72  5.12  2.79